A 3-piece molecular cluster, C4H11NO2 overall, computed with ωB97M-V with the def2-TZVPD basis set.

XYZ file:
```
18
C4H11NO2 ωB97M-V with the def2-TZVPD basis set
C -0.290 3.529 0.599
C -0.723 2.229 0.972
C -0.014 0.954 1.078
C -0.616 -0.303 0.965
N -0.360 -1.609 0.868
H -0.825 4.350 0.129
H 0.842 3.705 0.375
H -1.836 2.166 0.981
H 1.104 1.036 1.015
H -1.734 0.014 0.904
H 0.335 -2.016 0.294
H -0.945 -2.087 1.560
O 0.384 -3.678 -1.535
H 1.135 -4.268 -1.556
H 0.752 -2.775 -1.753
O 1.047 -0.823 -1.463
H 0.676 0.022 -1.078
H 1.068 -0.446 -2.356
```

**SMILES**: C=C/C=C/N.O.O
**Net charge**: 0
**Orbital gap**: 8.4 eV
**ΔE to the lowest compared entry with this formula, charge and spin**: 333.2 kJ/mol
**LUMO**: 0.583 eV